# C4H5ClFNS

One molecule with the formula C4H5ClFNS (wB97M-V/def2-TZVPD, the OMol25 dataset).

Its LUMO energy is 0.69 eV. Its total charge is 0. The HOMO energy is -8.705 eV. Its orbital gap is 9.40 eV.

Geometry as XYZ:
```
13
C4H5ClFNS (wB97M-V/def2-TZVPD)
C -1.668 0.170 -0.247
C -1.254 0.387 -1.780
C -0.233 0.320 -0.749
C 2.470 -0.551 1.798
H -1.725 1.469 -2.117
H -1.573 -0.523 -2.378
H 0.262 1.352 -0.462
H 2.946 -1.458 1.237
H 2.902 -0.188 2.709
N 1.336 -0.168 1.319
F -2.302 1.322 0.327
S 0.933 -0.873 -0.225
Cl -2.094 -1.261 0.570
```

The molecule's Mulliken atomic charges, reported in e, are given here: 0.52, -0.59, -0.23, -0.19, 0.24, 0.28, 0.21, 0.16, 0.30, -0.29, -0.27, 0.01, -0.15

# C33H50AsGeN9O5SY

C33H50AsGeN9O5SY as an isolated structure (wB97M-V/def2-TZVPD, the OMol25 dataset).

Its LUMO energy (spin up / spin down) is -9.53 / -11.50 eV. Its total charge is +4. The HOMO energy (spin up / spin down) is -17.028 / -17.643 eV. Its multiplicity is 2. The expectation value of S² is 0.76. Its orbital gap (spin up / spin down) is 7.50 / 6.14 eV.

Geometry as XYZ:
```
101
C33H50AsGeN9O5SY (wB97M-V/def2-TZVPD)
Y -0.596 -0.358 -0.098
C -3.278 -2.647 2.335
As -2.327 -3.491 0.914
C -3.550 -4.073 -0.422
C -1.283 -4.938 1.575
O -1.273 -2.320 0.232
H -3.944 -3.376 2.797
H -3.867 -1.828 1.925
H -2.569 -2.286 3.079
H -4.350 -4.635 0.061
H -3.043 -4.718 -1.137
H -3.966 -3.197 -0.921
H -1.953 -5.676 2.016
H -0.590 -4.575 2.332
H -0.735 -5.392 0.751
N -4.250 2.510 3.552
C -3.409 1.876 4.368
N -3.611 1.881 5.671
N -2.324 1.209 3.932
C -1.932 0.971 2.762
N -1.408 0.709 1.735
H -5.043 3.025 3.904
H -4.057 2.575 2.569
H -4.381 2.370 6.101
H -2.970 1.382 6.268
C 8.032 -3.570 -5.072
C 6.732 -3.005 -4.501
S 7.118 -1.858 -3.207
O 7.673 -2.576 -2.093
O 7.771 -0.717 -3.772
C 5.527 -1.237 -2.597
C 4.990 -2.114 -1.480
N 3.783 -1.501 -0.860
C 2.502 -1.686 -1.224
N 1.678 -0.966 -0.439
C 2.478 -0.309 0.456
C 3.766 -0.607 0.189
N 4.895 0.053 0.808
O 4.593 1.058 1.446
O 5.988 -0.433 0.727
C 2.055 -2.555 -2.342
H 7.792 -4.290 -5.852
H 8.608 -4.075 -4.299
H 8.638 -2.777 -5.504
H 6.113 -3.793 -4.066
H 6.163 -2.459 -5.255
H 4.824 -1.104 -3.421
H 5.804 -0.253 -2.214
H 5.731 -2.212 -0.696
H 4.725 -3.119 -1.800
H 2.109 0.304 1.261
H 2.895 -2.930 -2.919
H 1.400 -1.999 -3.015
H 1.495 -3.407 -1.955
N 3.298 4.597 0.921
C 2.153 4.145 0.040
C 1.654 2.779 0.512
N 0.673 2.140 -0.388
H 3.691 5.485 0.592
H 4.062 3.911 0.933
H 3.009 4.743 1.892
H 2.553 4.095 -0.972
H 1.395 4.927 0.076
H 1.215 2.854 1.509
H 2.526 2.130 0.587
H 1.074 2.061 -1.321
H -0.133 2.752 -0.513
C -0.231 -3.185 -5.563
C -0.040 -1.838 -5.850
C -0.510 -0.868 -4.978
C -1.186 -1.243 -3.809
C -1.367 -2.604 -3.529
C -0.896 -3.569 -4.404
Ge -1.960 0.054 -2.634
C -1.618 1.917 -2.971
C -0.413 2.331 -3.555
C -0.215 3.662 -3.887
C -1.215 4.597 -3.630
C -2.409 4.200 -3.041
C -2.611 2.867 -2.709
C -3.697 -0.427 -1.943
C -4.188 0.056 -0.728
C -5.454 -0.303 -0.285
C -6.247 -1.139 -1.063
C -5.772 -1.621 -2.277
C -4.497 -1.281 -2.711
H 0.121 -3.937 -6.257
H 0.454 -1.544 -6.767
H -0.388 0.177 -5.236
H -1.898 -2.906 -2.632
H -1.057 -4.619 -4.199
H 0.355 1.603 -3.804
H 0.698 3.970 -4.382
H -1.072 5.631 -3.915
H -3.193 4.925 -2.868
H -3.560 2.564 -2.280
H -3.600 0.752 -0.130
H -5.839 0.087 0.649
H -7.243 -1.402 -0.732
H -6.399 -2.253 -2.891
H -4.143 -1.667 -3.660
```

Mulliken atomic charge list, values in e, 99 entries: 1.07, -0.93, 0.52, -0.58, -1.14, -0.38, 0.50, 0.15, 0.35, 0.48, 0.41, -0.16, 0.44, 0.37, 0.37, -0.32, 0.70, -0.34, -0.61, 0.69, -0.63, 0.23, 0.15, 0.22, 0.25, -1.31, -0.36, 1.22, -0.63, -0.65, -0.47, -1.58, 0.36, 0.19, 0.61, -0.69, -1.08, 1.04, -0.66, -0.53, -0.32, 0.38, 0.38, 0.37, 0.31, 0.39, 0.44, 0.34, 0.53, 0.52, 1.50, 0.40, -0.34, 0.27, -0.22, -0.63, -0.69, -0.04, 0.40, 0.29, 0.37, 0.37, 0.40, 0.39, 0.24, 0.15, 0.24, -0.67, -0.85, -0.48, 0.83, 0.03, -0.61, -0.92, 1.15, -0.51, -0.94, -0.64, -0.74, -0.26, 0.87, -0.28, -0.71, -0.65, -0.68, -0.69, 0.47, 0.50, 0.55, 0.25, 0.47, 0.44, 0.52, 0.49, 0.47, 0.47, 0.51, 0.50, 0.46

# C37H97BN17O20

A 13-piece molecular cluster, C37H97BN17O20 overall (wB97M-V/def2-TZVPD, the OMol25 dataset).

Its LUMO energy is 1.36 eV. Its total charge is -1. The HOMO energy is -7.014 eV. Its orbital gap is 8.38 eV.

Geometry as XYZ:
```
172
C37H97BN17O20 (wB97M-V/def2-TZVPD)
O -1.860 3.256 -0.048
C -1.160 2.219 -0.127
O -1.075 1.489 -1.239
B -0.019 0.450 -1.097
O 0.305 0.518 0.362
C -0.268 1.622 0.947
O -0.208 1.882 2.169
O 1.005 0.965 -2.042
C 1.054 0.007 -3.063
O 1.791 0.088 -4.056
C 0.093 -1.151 -2.728
O -0.439 -0.879 -1.588
O -0.021 -2.126 -3.433
C 3.113 -5.375 3.095
C 2.144 -4.138 3.130
C 1.281 -3.930 1.896
O 0.306 -2.877 1.992
C -0.669 -3.052 1.040
N 1.269 -4.471 4.198
H 3.958 -5.191 2.432
H 2.720 -6.314 2.704
H 3.682 -5.532 4.010
H 2.768 -3.267 3.329
H 0.752 -4.842 1.622
H 1.816 -3.728 0.968
H -0.310 -2.923 0.019
H -1.316 -2.206 1.273
H -1.119 -3.999 1.336
H 0.637 -4.970 3.588
H 0.663 -3.663 4.178
C -4.254 -1.097 -1.234
C -4.507 -0.577 0.161
C -6.025 -0.418 0.281
O -6.623 -1.703 0.428
C -8.017 -1.707 0.195
N -3.905 -1.478 1.148
H -4.567 -2.088 -1.563
H -3.167 -1.032 -1.286
H -4.681 -0.429 -1.981
H -4.049 0.408 0.250
H -6.483 0.193 -0.497
H -6.183 0.137 1.206
H -8.167 -1.128 -0.716
H -8.419 -1.131 1.029
H -8.510 -2.663 0.015
H -4.261 -1.362 2.086
H -4.193 -2.419 0.920
C -3.254 2.652 3.776
C -2.218 2.891 4.938
C -2.484 4.220 5.632
O -1.397 4.717 6.437
C -1.702 6.106 6.880
N -2.184 1.731 5.794
H -4.215 2.239 4.083
H -2.829 1.860 3.159
H -3.293 3.530 3.132
H -1.198 2.988 4.564
H -3.338 4.292 6.305
H -2.609 4.933 4.817
H -2.705 6.198 7.297
H -1.624 6.863 6.100
H -1.126 6.235 7.796
H -1.908 2.147 6.672
H -1.366 1.208 5.514
C 4.644 4.191 -1.793
C 3.797 4.752 -2.962
C 2.753 3.647 -3.640
O 1.720 4.114 -4.582
C 0.623 3.278 -4.951
N 3.023 5.637 -2.298
H 5.363 3.583 -2.343
H 4.257 3.416 -1.131
H 5.194 4.936 -1.218
H 4.498 5.195 -3.670
H 2.119 3.206 -2.871
H 3.472 2.937 -4.050
H 0.360 2.436 -4.311
H 0.887 3.030 -5.979
H -0.334 3.792 -5.041
H 2.223 5.661 -2.914
H 2.668 5.266 -1.427
C 6.908 -1.943 1.710
C 5.461 -2.347 1.563
C 4.452 -1.273 1.292
O 4.614 -0.770 -0.025
C 3.415 -0.304 -0.647
N 5.433 -3.384 0.554
H 7.044 -1.160 2.456
H 7.236 -1.444 0.799
H 7.672 -2.714 1.810
H 5.224 -2.751 2.547
H 4.723 -0.555 2.067
H 3.389 -1.425 1.475
H 2.781 -1.123 -0.985
H 3.733 0.093 -1.611
H 2.858 0.457 -0.102
H 4.615 -3.975 0.581
H 6.179 -4.021 0.794
C -3.194 -7.815 -2.834
C -2.561 -6.532 -3.528
C -1.090 -6.577 -3.862
O -0.487 -5.318 -4.085
C 0.741 -5.328 -4.789
N -3.423 -6.292 -4.637
H -2.385 -8.533 -2.969
H -4.232 -8.049 -3.070
H -3.280 -7.672 -1.756
H -2.645 -5.756 -2.768
H -0.900 -7.172 -4.755
H -0.628 -7.027 -2.983
H 1.252 -4.370 -4.876
H 0.743 -5.812 -5.765
H 1.375 -5.936 -4.143
H -3.223 -6.947 -5.380
H -2.907 -5.478 -4.938
C -0.400 5.222 -2.711
C -0.223 6.399 -1.715
C -0.005 6.017 -0.229
O 1.162 5.177 -0.295
C 1.866 4.837 0.920
N 0.607 7.450 -2.148
H -1.444 4.937 -2.842
H 0.310 4.470 -2.365
H -0.272 5.556 -3.740
H -1.187 6.901 -1.637
H -0.831 5.418 0.153
H 0.266 6.920 0.319
H 1.332 4.047 1.449
H 1.944 5.756 1.500
H 2.935 4.651 0.813
H 0.199 7.854 -2.979
H 1.508 7.017 -2.299
C -2.566 -3.295 -5.977
O -3.316 -3.652 -6.910
N -1.407 -2.701 -6.015
N -2.893 -3.299 -4.754
H -1.131 -2.358 -6.924
H -0.749 -2.736 -5.249
H -3.760 -3.774 -4.543
H -2.379 -2.854 -4.007
C -4.740 5.247 -0.874
O -5.625 5.929 -1.154
N -4.829 4.177 -0.071
N -3.579 5.228 -1.313
H -5.744 3.862 0.216
H -4.089 3.824 0.518
H -2.979 4.419 -1.241
H -3.326 6.048 -1.844
C 3.142 2.359 3.801
O 2.168 2.060 4.463
N 3.229 1.955 2.578
N 4.204 2.988 4.233
H 4.170 2.057 2.225
H 2.521 1.336 2.209
H 4.981 3.192 3.622
H 4.314 3.156 5.223
C 0.203 -1.030 5.082
O 0.291 -2.116 5.439
N 0.038 -0.777 3.812
N 0.506 0.007 5.798
H 0.179 -1.469 3.090
H 0.073 0.153 3.421
H 0.756 0.028 6.776
H 0.650 0.877 5.306
C 2.308 -5.442 -1.225
O 1.345 -6.207 -1.276
N 2.437 -4.142 -1.487
N 3.450 -5.875 -0.694
H 1.666 -3.716 -1.982
H 3.376 -3.773 -1.531
H 4.382 -5.490 -0.750
H 3.360 -6.820 -0.351
```

Mulliken atomic charge list, values in e, 99 entries: -0.82, 0.48, -1.21, 0.51, 0.20, 0.63, -0.41, 0.74, 0.44, -0.66, 0.08, -0.47, -1.05, -1.56, 1.04, -0.92, -0.48, -0.74, -0.74, 0.26, 0.34, 0.38, 0.11, 0.69, -0.21, 0.08, 0.18, 0.52, 0.44, 0.22, -1.39, 1.04, -1.11, -0.31, -0.79, -0.41, 0.41, 0.08, 0.48, -0.35, 0.52, 0.48, 0.33, 0.30, 0.26, 0.25, 0.27, -1.04, 1.28, -1.03, -0.32, -0.82, -0.89, 0.41, -0.03, 0.26, -0.23, 0.43, 0.42, 0.32, 0.31, 0.29, 0.32, 0.30, -1.53, 0.36, 0.00, -0.42, -0.69, -0.73, 0.51, 0.24, 0.38, 0.44, -0.27, 0.46, 0.11, 0.35, 0.32, 0.21, 0.27, -1.74, 0.56, 0.43, -0.57, 0.01, -0.57, 0.37, 0.38, 0.44, 0.01, -0.03, -0.04, -0.11, 0.28, 0.18, -0.07, 0.31, -1.41

# C7H18N3O2

An isolated ion of composition C7H18N3O2 and charge +1 (wB97M-V/def2-TZVPD, the OMol25 dataset).

Its LUMO energy is -2.44 eV. Its total charge is +1. The HOMO energy is -12.992 eV. Its orbital gap is 10.55 eV.

Geometry as XYZ:
```
30
C7H18N3O2 (wB97M-V/def2-TZVPD)
C 0.289 -2.034 -0.258
C 1.381 -1.620 0.748
C -1.033 -1.598 0.179
C 1.538 -0.074 0.572
C -0.195 0.687 0.615
C -3.193 0.693 -0.878
C 3.350 0.889 -0.532
N -1.218 -0.135 0.074
N 0.003 1.633 -0.541
N -2.450 0.449 0.338
O -0.455 1.298 1.835
O 2.047 0.292 -0.694
H 0.543 -1.560 -1.183
H 0.300 -3.054 -0.248
H 1.073 -1.822 1.717
H 2.406 -2.046 0.632
H -1.864 -2.122 -0.477
H -1.340 -1.902 1.084
H 1.939 0.604 1.389
H -4.011 1.376 -0.729
H -2.516 1.117 -1.630
H -3.671 -0.220 -1.260
H 3.870 0.992 -1.545
H 3.799 -0.024 -0.109
H 3.467 1.761 0.200
H 1.013 1.173 -0.936
H -0.024 2.613 -0.329
H -0.687 1.424 -1.211
H -2.990 0.027 1.100
H -1.369 1.181 2.077
```

The molecule's Mulliken atomic charges, reported in e, are given here: -0.82, -0.73, -0.91, -0.26, 0.22, -0.86, -0.68, 0.44, -0.17, -0.77, -0.54, -0.46, 0.34, 0.48, 0.46, 0.35, 0.34, 0.56, 0.46, 0.34, 0.32, 0.26, 0.28, 0.35, 0.31, 0.51, 0.29, 0.20, 0.27, 0.43

Number 1: DFT total energy -1168.287750 hartree. Number 2: DFT total energy -6904.410536 hartree. Number 3: DFT total energy -3928.550095 hartree. Number 4: DFT total energy -591.894799 hartree.